{
  "formula": "C20H25N5O",
  "method": "ωB97M-V/def2-TZVPD",
  "symbols": ["C", "C", "C", "C", "C", "N", "C", "O", "C", "C", "N", "C", "N", "C", "C", "C", "C", "C", "C", "N", "C", "N", "C", "C", "C", "C", "H", "H", "H", "H", "H", "H", "H", "H", "H", "H", "H", "H", "H", "H", "H", "H", "H", "H", "H", "H", "H", "H", "H", "H", "H"],
  "positions_angstrom": [[-5.036, -0.415, 1.301], [-5.080, 0.494, 0.079], [-5.261, -0.268, -1.234], [-4.108, -1.201, -1.612], [-2.780, -0.480, -1.859], [-2.009, -0.314, -0.647], [-1.535, 0.858, -0.222], [-1.719, 1.937, -0.746], [-0.651, 0.717, 1.044], [-1.322, -0.097, 2.025], [-1.865, -0.736, 2.802], [0.622, 0.028, 0.597], [0.475, -1.261, 0.468], [1.526, -2.036, 0.121], [1.378, -3.425, -0.018], [2.474, -4.189, -0.315], [3.737, -3.596, -0.478], [3.904, -2.244, -0.357], [2.793, -1.428, -0.066], [2.926, -0.095, 0.004], [1.875, 0.669, 0.280], [2.108, 1.996, 0.214], [1.181, 3.100, 0.384], [1.972, 4.346, -0.032], [3.051, 3.792, -0.956], [3.388, 2.465, -0.290], [-5.006, 0.180, 2.210], [-5.920, -1.049, 1.335], [-4.154, -1.050, 1.297], [-5.923, 1.182, 0.184], [-4.175, 1.100, 0.034], [-6.175, -0.865, -1.170], [-5.397, 0.456, -2.041], [-3.966, -1.954, -0.835], [-4.386, -1.724, -2.529], [-2.952, 0.517, -2.269], [-2.178, -1.054, -2.575], [-1.687, -1.150, -0.174], [-0.484, 1.704, 1.471], [0.401, -3.860, 0.125], [2.376, -5.259, -0.421], [4.585, -4.225, -0.704], [4.867, -1.774, -0.485], [0.298, 2.973, -0.250], [0.868, 3.192, 1.430], [2.435, 4.807, 0.842], [1.335, 5.083, -0.516], [2.642, 3.618, -1.952], [3.914, 4.448, -1.039], [3.808, 1.722, -0.969], [4.086, 2.604, 0.543]],
  "atomic_forces_ev_per_a": [[0.030, 0.189, -0.154], [-0.152, -0.172, -0.025], [0.166, 0.016, 0.139], [-0.059, 0.258, -0.107], [-0.182, -0.114, -0.239], [-0.152, -0.250, 0.005], [0.019, 0.021, 0.245], [-0.064, 0.310, -0.136], [0.178, 0.548, -0.523], [-0.087, -0.066, 0.397], [-0.255, -0.256, 0.367], [0.138, -0.507, 0.053], [0.093, 0.289, 0.159], [0.521, 0.222, -0.093], [0.171, -0.206, -0.034], [-0.353, -0.111, 0.032], [0.209, 0.208, -0.002], [0.037, -0.204, -0.016], [-0.613, -0.232, 0.008], [-0.155, 0.253, 0.206], [0.626, -0.562, -0.174], [-0.003, 0.199, -0.042], [-0.556, 0.267, 0.116], [0.032, -0.056, -0.055], [-0.048, -0.057, 0.210], [0.429, 0.065, -0.273], [0.024, -0.031, 0.140], [-0.099, -0.104, 0.046], [0.062, -0.100, 0.063], [0.060, 0.081, -0.014], [-0.006, 0.142, -0.015], [-0.075, 0.034, -0.044], [-0.058, -0.032, -0.081], [0.009, -0.143, -0.021], [0.037, -0.083, 0.025], [0.062, -0.106, -0.033], [-0.044, 0.131, 0.020], [0.003, 0.130, -0.017], [-0.073, -0.101, -0.180], [-0.097, -0.044, 0.030], [-0.032, -0.073, -0.002], [0.075, -0.022, -0.018], [0.093, 0.052, -0.022], [0.033, 0.011, 0.168], [-0.075, 0.012, -0.106], [-0.011, 0.029, 0.011], [-0.041, 0.039, 0.065], [0.023, -0.023, -0.048], [0.040, 0.008, -0.050], [0.029, 0.180, 0.108], [0.094, -0.037, -0.088]],
  "mol_weight_g_mol": 351.45,
  "e_above_lowest_kj_mol": 43.8,
  "smiles": "CCCCCNC(=O)[C@@H](C#N)c1nc2ccccc2nc1N1CCCC1"
}